# 1
Computed, not measured: 2 unconnected molecules or ions with the total composition C5H17N2O in a non-equilibrium geometry, with ωB97M-V/def2-TZVPD.

Properties
HOMO energy (spin up / spin down) ... -2.49 / -10.52 eV
Energy above the lowest of the compared OMol25 structures with the same formula, charge and spin ... 75.0 kcal/mol
LUMO level (spin up / spin down) ... 0.560 / 0.483 eV
⟨S²⟩ ... 0.75

ORCA input file:
```
! wB97M-V def2-TZVPD RIJCOSX def2/J DEFGRID3
* xyz 0 2
C -0.970 1.510 1.912
C -0.202 0.485 1.109
C 0.646 1.352 0.017
C 1.450 0.433 -0.943
C 0.371 0.062 -3.124
N 0.562 -0.449 -1.733
N -1.198 -0.500 0.408
H -0.688 2.550 1.882
H -1.181 1.143 2.870
H -2.011 1.578 1.488
H 0.527 -0.118 1.704
H 1.276 2.107 0.371
H -0.048 1.860 -0.769
H 1.989 1.178 -1.622
H 2.287 -0.159 -0.410
H 1.185 0.330 -3.859
H -0.188 -0.828 -3.706
H -0.257 0.914 -3.059
H 1.161 -1.387 -1.930
H -0.725 -0.473 -0.551
H -2.178 -0.285 0.603
H -0.971 -1.383 0.617
H -0.864 -2.229 2.951
H 0.137 -3.064 2.179
O -0.345 -2.268 2.086
*
```



# 2
Computed, not measured: a molecular structure, Br2Li2 in a non-equilibrium geometry, with ωB97M-V/def2-TZVPD.

Properties
HOMO energy ... -7.99 eV
LUMO level ... -3.146 eV

ORCA input file:
```
! wB97M-V def2-TZVPD RIJCOSX def2/J DEFGRID3
* xyz 0 1
Li -0.033 -0.517 -0.642
Li -0.664 -1.403 2.078
Br -1.608 1.556 -0.185
Br 2.306 0.364 -1.251
*
```



# 3
Computed, not measured: a molecular structure, C33H36AsBrN2PTi in a non-equilibrium geometry, with ωB97M-V/def2-TZVPD.

Properties
HOMO energy (spin up / spin down) ... -13.76 / -13.75 eV
Energy above the lowest of the compared OMol25 structures with the same formula, charge and spin ... 33.0 kcal/mol
LUMO level (spin up / spin down) ... -7.137 / -7.515 eV
⟨S²⟩ ... 0.77

ORCA input file:
```
! wB97M-V def2-TZVPD RIJCOSX def2/J DEFGRID3
* xyz 2 2
Ti -0.033 1.018 0.383
C 0.485 1.213 2.590
C 1.674 0.831 1.922
C 2.056 1.883 1.056
C 1.137 2.936 1.235
C 0.162 2.525 2.169
H 0.020 0.679 3.412
H 2.284 -0.016 2.197
H 2.996 1.955 0.517
H 1.246 3.936 0.841
H -0.610 3.151 2.600
Br -1.373 8.478 -0.015
C -1.371 6.585 -0.085
C -0.431 5.913 -0.864
C -0.411 4.534 -0.891
C -1.365 3.804 -0.175
C -2.311 4.494 0.598
C -2.305 5.869 0.659
N -1.401 2.403 -0.170
C -2.601 1.865 -0.299
C -2.788 0.542 0.156
C -4.042 -0.100 0.142
C -4.190 -1.298 0.792
C -3.083 -1.826 1.475
C -1.874 -1.172 1.422
N -1.686 -0.026 0.745
H 0.277 6.479 -1.449
H 0.342 4.015 -1.476
H -3.019 3.927 1.189
H -3.015 6.394 1.280
H -3.448 2.453 -0.648
H -4.866 0.373 -0.366
H -5.137 -1.811 0.806
H -3.172 -2.738 2.042
H -1.006 -1.563 1.948
C -0.722 2.224 -3.363
As 0.353 1.007 -2.242
C 2.046 1.218 -3.245
C -0.364 -0.622 -3.062
H -0.893 1.740 -4.332
H -0.201 3.167 -3.548
H -1.691 2.435 -2.905
H 1.986 0.639 -4.171
H 2.928 0.905 -2.686
H 2.159 2.275 -3.502
H -0.348 -0.522 -4.151
H -1.404 -0.728 -2.743
H 0.182 -1.525 -2.789
C 2.635 -1.366 -0.843
P 1.109 -1.592 0.171
C 0.498 -3.166 -0.563
C 1.357 -4.266 -0.569
C 0.951 -5.463 -1.125
C -0.319 -5.583 -1.667
C -1.184 -4.501 -1.647
C -0.780 -3.296 -1.093
C 1.801 -2.330 1.712
C 3.126 -2.127 2.094
C 3.604 -2.664 3.276
C 2.758 -3.386 4.102
C 1.447 -3.616 3.718
C 0.975 -3.109 2.521
H 3.289 -2.232 -0.738
H 3.168 -0.468 -0.521
H 2.358 -1.269 -1.896
H 2.341 -4.198 -0.130
H 1.629 -6.302 -1.138
H -0.640 -6.518 -2.101
H -2.175 -4.592 -2.065
H -1.460 -2.449 -1.072
H 3.801 -1.563 1.467
H 4.639 -2.514 3.541
H 3.126 -3.788 5.030
H 0.792 -4.198 4.347
H -0.026 -3.363 2.194
*
```